# 1
Formula: C12H18B2F8K3O9
Source: OMol25
Level of theory: ωB97M-V/def2-TZVPD

Results
E_LUMO: -0.141 Eh
HOMO energy: -12.485 eV
Gap between HOMO and LUMO: 8.66 eV

Structure (ORCA input):
```
! RIJCOSX wB97M-V def2-TZVPD def2/J DEFGRID3
* xyz 1 1
K 3.3095 -1.5830 -1.2968
K -0.8099 0.0013 -2.9805
K 3.2473 3.7996 -0.6544
B 3.2711 -1.0586 -4.4022
F 3.7410 -2.3560 -4.0329
F 2.1438 -0.7641 -3.6288
F 4.2146 -0.0960 -4.1862
F 2.8549 -1.0255 -5.6941
B 1.0552 1.0959 -0.6343
F 1.3202 -0.2187 -0.2543
F -0.2445 1.3805 -0.7062
F 1.7395 1.9093 0.2223
F 1.6053 1.3328 -1.8805
C -1.0207 4.5959 -1.5804
C -2.2444 4.0138 -0.8574
C -2.1185 3.6430 0.6447
O -3.1561 4.2019 1.3065
C -3.7846 5.1324 0.4850
O -4.7835 5.8111 0.7269
O -3.2196 5.0384 -0.7165
H -0.2563 3.8204 -1.5317
H -0.6720 5.5255 -1.1305
H -1.2801 4.7338 -2.6300
H -2.6505 3.1359 -1.3598
H -1.1545 4.0319 0.9724
H -2.1924 2.5647 0.7856
C 3.9785 0.1252 4.0378
C 2.4983 0.0214 3.9217
C 1.9527 -0.6370 2.6647
O 0.8232 -1.3493 3.1953
C 0.9165 -1.4302 4.5135
O 0.2087 -2.1661 5.2677
O 1.9461 -0.7650 4.9390
H 4.2635 0.8226 4.8257
H 4.2869 0.6985 3.1636
H 4.4576 -0.8535 4.0145
H 1.9981 0.9873 3.9920
H 2.6804 -1.3475 2.2727
H 1.6340 0.0982 1.9258
C -3.9741 -3.8568 -1.2089
C -2.5928 -4.0024 -0.5501
C -1.7038 -5.1484 -1.0430
O -0.4657 -4.4841 -1.3584
C -0.6745 -3.1355 -1.3980
O 0.2626 -2.3159 -1.6102
O -1.9221 -2.8667 -0.9817
H -3.8435 -3.7007 -2.2797
H -4.5214 -3.0478 -0.7250
H -4.5803 -4.7448 -1.0293
H -2.7273 -4.0729 0.5293
H -2.2026 -5.6618 -1.8650
H -1.6139 -5.8329 -0.1996
*
```

---

# 2
Formula: C12H18B3F12LiO9
Source: OMol25
Level of theory: ωB97M-V/def2-TZVPD

Results
E_LUMO: 0.081 Eh
HOMO energy: -5.101 eV
Gap between HOMO and LUMO: 7.31 eV

Structure (ORCA input):
```
! RIJCOSX wB97M-V def2-TZVPD def2/J DEFGRID3
* xyz -2 1
Li -1.5188 -3.4845 -1.0394
B -0.8733 -3.5810 -6.1252
F -0.5004 -4.4512 -7.1253
F -2.1447 -3.7478 -5.6305
F -0.1771 -3.9156 -5.0016
F -0.5324 -2.2500 -6.5397
B -5.5479 -6.3929 -2.7427
F -6.5040 -6.9095 -1.8977
F -4.6566 -5.6504 -2.0233
F -5.0105 -7.3918 -3.5038
F -6.2242 -5.6416 -3.6088
B -0.1040 -6.6153 1.7825
F -0.4256 -7.9515 1.6157
F 0.1872 -5.9741 0.5306
F -1.2473 -6.1778 2.3226
F 0.9397 -6.5510 2.5578
C 0.4054 4.2667 4.6758
C 0.3182 2.7026 4.7965
C -0.9090 2.0921 5.4996
O -1.2525 1.0619 4.6628
C -0.5049 1.0473 3.5898
O -0.6223 0.1750 2.7019
O 0.3532 2.1446 3.5540
H 0.2048 4.8276 5.5886
H -0.1988 4.7464 3.9058
H 1.4046 4.6335 4.4412
H 1.0856 2.2994 5.4573
H -1.7060 2.8313 5.5797
H -0.6183 1.6686 6.4610
C 5.3666 1.8182 0.2744
C 5.1298 0.2716 0.1144
C 4.6079 -0.2440 -1.2237
O 5.2343 -1.4414 -1.4675
C 6.1535 -1.6319 -0.5083
O 6.8035 -2.6312 -0.3668
O 6.2469 -0.5051 0.2732
H 6.0273 2.1804 -0.5132
H 5.8711 2.0279 1.2175
H 4.4096 2.3372 0.3289
H 4.3521 -0.0588 0.8030
H 4.5940 0.4401 -2.0722
H 3.5617 -0.5452 -1.1689
C -2.9294 4.8776 -0.4215
C -2.7955 4.3854 -1.8445
C -1.3737 3.8520 -2.1001
O -1.6040 2.4563 -1.9351
C -2.9319 2.1842 -2.1231
O -3.3521 0.9671 -2.2000
O -3.6027 3.3121 -2.1925
H -2.3498 5.7887 -0.2728
H -2.5494 4.0791 0.2157
H -3.9503 5.1474 -0.1511
H -2.9452 5.1378 -2.6189
H -0.5828 4.1302 -1.4036
H -1.0114 3.8533 -3.1282
*
```

---

# 3
Formula: C12H18BIO11
Source: OMol25
Level of theory: ωB97M-V/def2-TZVPD

Results
SMILES: CCOB(O)C1=C(I)C(=O)OC1=O.COC(=O)OC.COC(=O)OC
E_LUMO: -0.041 Eh
HOMO energy: -10.241 eV
Gap between HOMO and LUMO: 9.12 eV

Structure (ORCA input):
```
! RIJCOSX wB97M-V def2-TZVPD def2/J DEFGRID3
* xyz 0 1
C 2.1920 -3.6497 -0.0722
C 1.6546 -2.3214 -0.5543
O 0.3633 -2.0854 0.0359
B -0.6669 -1.7464 -0.7902
O -0.6471 -0.5498 -1.4349
C -1.8915 -2.7438 -0.8581
C -2.0994 -3.8264 -1.6072
I -0.8744 -4.6041 -3.0675
C -3.3907 -4.4616 -1.2290
O -4.0479 -5.2725 -1.7825
O -3.7967 -3.8263 -0.0544
C -3.0943 -2.6439 0.0285
O -3.4629 -1.6984 0.6500
H 3.1098 -3.9027 -0.6031
H 1.4659 -4.4504 -0.2069
H 2.4273 -3.5929 0.9910
H 2.3210 -1.5205 -0.2314
H 1.6054 -2.3083 -1.6447
H -1.1557 -0.5271 -2.2543
C 3.4093 0.9800 5.1071
O 1.9830 0.9183 5.0363
C 1.5087 0.5747 3.8392
O 2.1707 0.3249 2.8657
O 0.1799 0.5552 3.9079
C -0.4648 0.1995 2.6815
H 3.6446 1.2679 6.1271
H 3.8468 0.0084 4.8866
H 3.7962 1.7240 4.4138
H -0.1709 -0.8004 2.3677
H -0.2217 0.9168 1.8993
H -1.5323 0.2218 2.8794
C -0.0547 5.7298 -4.1041
O -0.4201 5.3716 -2.7691
C -0.6835 4.0769 -2.6013
O -0.6372 3.2330 -3.4593
O -1.0076 3.8762 -1.3272
C -1.3074 2.5114 -1.0158
H 0.1274 6.7999 -4.0858
H 0.8490 5.2058 -4.4082
H -0.8626 5.5037 -4.7969
H -0.4458 1.8779 -1.1986
H -2.1588 2.1664 -1.6001
H -1.5602 2.4878 0.0401
*
```

---

# 4
Formula: C12H18Cl3N6O2STi
Source: OMol25
Level of theory: ωB97M-V/def2-TZVPD

Results
E_LUMO (alpha / beta): -0.122 / -0.137 Eh
⟨S²⟩: 2.017
HOMO energy (alpha / beta): -9.595 / -12.630 eV
Gap between HOMO and LUMO (alpha / beta): 6.28 / 8.90 eV

Structure (ORCA input):
```
! RIJCOSX wB97M-V def2-TZVPD def2/J DEFGRID3
* xyz 1 3
Ti 0.7032 -0.1790 -1.0170
C 0.3147 -1.5659 3.1888
C 0.2228 -1.3059 1.7227
N 0.8724 -0.3658 1.0682
N 1.8097 0.3884 1.7955
C 2.9632 0.6119 1.0913
N 3.8653 1.3682 1.7138
S 3.2185 -0.0044 -0.4519
C -0.5920 -2.1239 0.8554
C -1.4442 -3.1342 1.3036
C -2.1394 -3.8835 0.3799
C -1.9716 -3.6178 -0.9805
C -1.1177 -2.6116 -1.3657
N -0.4350 -1.8644 -0.4734
H 1.0306 -0.9027 3.6631
H -0.6588 -1.4243 3.6632
H 0.6202 -2.5975 3.3712
H 3.7869 1.5582 2.6999
H 4.7296 1.5850 1.2465
H -1.5521 -3.3221 2.3624
H -2.8050 -4.6704 0.7073
H -2.4949 -4.1888 -1.7336
H -0.9498 -2.3697 -2.4070
N 0.2095 2.8511 1.0418
C -1.2298 2.8530 0.7393
C -1.7634 1.5014 0.3050
N -1.1800 1.0490 -0.9863
H 0.4377 3.7126 1.5267
H 0.7409 2.8862 0.1765
H 1.3754 1.2621 2.1101
H -1.4896 3.5977 -0.0235
H -1.7625 3.1377 1.6465
H -2.8475 1.5867 0.2083
H -1.5508 0.7472 1.0623
H -1.1643 1.8342 -1.6366
H -1.8280 0.3976 -1.4320
Cl 2.2298 0.9994 -5.0876
C 0.8659 1.4835 -4.1075
Cl 1.4982 2.1704 -2.5279
Cl -0.0924 2.7033 -4.8961
C 0.0230 0.2422 -3.6568
O -1.1695 0.2365 -3.8548
O 0.7204 -0.6316 -3.0110
*
```

---

Looking at ΔE to the lowest compared entry with this formula, charge and spin for the records above, in order, we have 4.0 157.8 0.0 12.4 kcal per mole.
Looking at E_tot for the records above, in order, we have -3794.08212 -2426.42072 -1618.35240 -3575.22424 Eh.